# 1
DFT (ωB97M-V with the def2-TZVPD basis set) results for a 2-piece molecular cluster, C2H3FNO5S overall at a distorted geometry.

Calculated values
net charge	-1
energy above the lowest of the compared OMol25 structures with the same formula, charge and spin	147.0	kJ/mol
orbital gap	7.2	eV
energy	-27403.0636	eV
E_LUMO	3.63	eV

Last column: natural (NBO) charge in e.
Geometry (Å):
C (-3.57947, -0.72986, -0.12755)  1.035
C (-1.19336, -0.18728, 0.07180)  -0.115
N (-0.20124, -0.65636, -0.84417)  -0.899
O (-3.59872, -1.31112, 0.86790)  -0.577
O (-1.96689, 2.30105, 0.82963)  -0.964
O (-3.85606, -0.23486, -1.12046)  -0.569
O (0.46694, 1.84133, 0.79416)  -0.957
O (-0.73240, 2.25818, -1.26154)  -0.954
F (-0.70480, -0.49770, 1.36728)  -0.423
S (-1.00918, 1.60492, 0.00156)  2.218
H (0.53244, -0.97844, -0.20180)  0.348
H (0.23844, 0.11362, -1.35174)  0.365
H (0.49857, 1.41485, 1.71766)  0.493

Cartesian forces (eV/Å) of the 6 atoms listed first:
C 1.0999 -0.2360 1.0313
C -1.2244 0.9659 -0.6633
N 1.4439 -1.0577 -0.2453
O -0.3937 -1.1312 1.7141
O -0.2190 -0.7103 -0.0674
O -0.7378 1.2345 -2.5708

***

# 2
DFT (ωB97M-V with the def2-TZVPD basis set) results for C2H3FNP in the gas phase at a distorted geometry.

Calculated values
energy above the lowest of the compared OMol25 structures with the same formula, charge and spin	45.4	kJ/mol
orbital gap	8.9	eV
energy	-15617.0417	eV
E_LUMO	0.39	eV
SMILES	[H]/N=C1/CP1F

Last column: natural (NBO) charge in e.
Geometry (Å):
H (0.48832, 2.32915, -0.11377)  0.366
N (0.96837, 1.46841, -0.31141)  -0.567
C (0.38553, 0.39864, -0.06413)  0.111
C (0.39155, -1.02459, 0.13923)  -0.655
P (-1.33704, -0.00629, 0.77372)  0.799
F (-1.99178, -0.04048, -0.76776)  -0.592
H (0.13168, -1.65754, -0.71720)  0.267
H (0.96338, -1.46730, 1.06131)  0.270

Cartesian forces (eV/Å) of the 6 atoms listed first:
H -0.5596 0.0249 0.1599
N 1.4167 -1.0056 -0.8385
C -1.1635 1.0741 2.0877
C -0.5734 0.0183 1.5766
P 1.8166 -0.9312 -2.3553
F -0.2267 -0.1469 0.9641

***

# 3
DFT (ωB97M-V with the def2-TZVPD basis set) results for C2H3FNP in the gas phase at a distorted geometry.

Calculated values
energy above the lowest of the compared OMol25 structures with the same formula, charge and spin	82.6	kJ/mol
orbital gap	8.4	eV
energy	-15616.6553	eV
E_LUMO	0.62	eV
SMILES	[H]/N=C1/CP1F

Last column: natural (NBO) charge in e.
Geometry (Å):
H (0.56211, -0.71295, -2.31721)  0.385
N (0.67406, -0.76642, -1.36374)  -0.592
C (0.11149, -0.08617, -0.48996)  0.289
C (-0.35128, 0.42208, 0.69058)  -0.775
P (-1.47976, 1.31550, -0.64216)  0.723
F (-2.56779, 0.07759, -0.81404)  -0.596
H (-0.63739, -0.43716, 1.37398)  0.276
H (0.19882, 1.32031, 1.15878)  0.290

Cartesian forces (eV/Å) of the 6 atoms listed first:
H -0.8691 0.6319 -2.2905
N 0.5923 -0.3513 4.8713
C 0.5044 0.8324 -5.1121
C -0.0328 0.3994 2.7659
P 0.4026 -1.8678 0.7665
F 0.1509 0.5494 -0.1159

***

# 4
DFT (ωB97M-V with the def2-TZVPD basis set) results for a 2-piece molecular cluster, C2H3FO2P overall at a distorted geometry.

Calculated values
net charge	-1
energy above the lowest of the compared OMol25 structures with the same formula, charge and spin	290.8	kJ/mol
orbital gap (spin up / spin down)	7.6 / 7.6	eV
energy	-18224.6964	eV
E_LUMO (spin up / spin down)	3.13 / 3.13	eV

Last column: natural (NBO) charge in e.
Geometry (Å):
C (-0.22112, -0.06211, 0.31946)  -0.074
C (0.92271, 0.67611, 0.20818)  -0.832
O (3.59306, 1.04240, -0.03552)  -1.057
O (2.79400, -1.22764, -0.59664)  -1.044
F (-2.06611, -0.15198, -1.50398)  -0.916
P (2.49012, 0.14151, -0.26456)  2.253
H (-1.06643, 0.48414, 0.60227)  0.226
H (-0.08964, -1.14464, 0.17803)  0.216
H (0.72410, 1.65136, 0.34966)  0.227

Cartesian forces (eV/Å) of the 6 atoms listed first:
C 3.0052 -1.1437 -1.0848
C -1.3442 -2.8556 -0.5866
O 0.7797 2.1669 0.1051
O -0.8960 -1.9215 -0.7181
F 0.4695 0.0835 0.4997
P 0.1780 -0.3080 0.9944

***

# 5
DFT (ωB97M-V with the def2-TZVPD basis set) results for C2H3FO2S as an isolated structure at a distorted geometry.

Calculated values
energy above the lowest of the compared OMol25 structures with the same formula, charge and spin	127.9	kJ/mol
orbital gap	9.9	eV
energy	-19768.6192	eV
E_LUMO	0.72	eV

Last column: natural (NBO) charge in e.
Geometry (Å):
C (0.19105, 0.43416, 0.23310)  0.793
C (-1.30007, 0.65011, 0.00044)  -0.711
O (0.62655, -0.51941, -0.61959)  -0.649
O (0.96637, 0.82028, 1.02076)  -0.559
F (2.29677, -2.47302, -0.63498)  -0.491
S (1.98592, -1.04369, 0.15464)  0.876
H (-1.57149, 1.61548, 0.33240)  0.237
H (-1.84319, 0.03887, 0.67100)  0.252
H (-1.35191, 0.47724, -1.15777)  0.254

Cartesian forces (eV/Å) of the 6 atoms listed first:
C -3.0461 -1.4285 -2.3052
C 2.2269 0.3575 -2.3788
O -0.5828 -0.6456 -0.6849
O 1.4992 1.8338 2.6684
F -0.7888 1.1571 0.1290
S 2.3628 -1.5035 0.2930

***

# 6
DFT (ωB97M-V with the def2-TZVPD basis set) results for C2H3FOYb as an isolated structure at a distorted geometry.

Calculated values
net charge	+1
energy above the lowest of the compared OMol25 structures with the same formula, charge and spin	117.1	kJ/mol
orbital gap (spin up / spin down)	8.3 / 8.1	eV
energy	-38406.6471	eV
E_LUMO (spin up / spin down)	-5.56 / -5.60	eV
spin multiplicity	2

Last column: natural (NBO) charge in e.
Geometry (Å):
C (-0.76132, 0.30965, 0.28761)  0.350
C (-0.40082, -0.81543, -0.39737)  -0.726
H (-0.89063, 0.33970, 1.37357)  0.220
F (-1.36747, 1.29746, -0.36095)  -0.284
H (-0.15713, -1.70738, 0.18743)  0.245
H (-0.53985, -0.86575, -1.48215)  0.251
O (1.83914, 1.53961, 0.83569)  -0.833
Yb (2.27807, -0.09786, -0.44381)  1.777

Cartesian forces (eV/Å) of the 6 atoms listed first:
C -1.3470 -1.5365 -0.9133
C 0.3648 1.1572 0.6030
H 0.5041 0.3974 -0.2946
F 0.8302 -0.1855 0.4392
H -0.0623 0.2200 -0.2132
H -0.0708 -0.0650 0.3577